Below is a 2-piece molecular cluster, C6H2Cl6O overall at a distorted geometry, with properties calculated with the ωB97M-V functional and the def2-TZVPD basis.

Each line ends with the natural charge from an NBO analysis.
Geometry (Å):
Cl  0.000000  0.000000  0.000000  0.057
C  1.331229  -0.742920  -0.848950  -0.054
C  2.334339  0.103880  -1.280789  -0.101
Cl  2.285179  1.734809  -0.790470  0.092
C  3.406569  -0.448220  -2.031199  -0.039
Cl  4.856678  0.511970  -2.381319  0.051
C  3.299119  -1.763009  -2.480319  -0.070
Cl  4.497448  -2.421569  -3.550209  0.063
C  2.259149  -2.601669  -2.068619  -0.072
Cl  2.225399  -4.247378  -2.636949  0.060
C  1.328019  -2.158159  -1.135980  -0.087
Cl  0.078450  -3.185638  -0.625800  0.101
O  -2.073599  -4.460358  -4.676168  -0.940
H  -1.333670  -5.018828  -5.006118  0.470
H  -1.692089  -3.555579  -4.612298  0.470

Cartesian forces, eV/Å:
0.2439 -0.8293 -0.0960
-0.9224 -1.0778 0.2151
0.9568 -0.8551 -0.1787
0.4836 0.3136 -0.2669
0.1051 0.6172 0.0092
-1.3005 -0.6822 0.1981
0.6643 0.0835 -0.2966
-0.1334 0.3609 0.2725
0.2057 -0.4876 0.3984
-0.1442 0.5411 0.2566
0.0676 1.9778 -0.8361
-0.2357 0.0363 0.3113
1.1451 0.3554 -0.2729
-0.7668 0.6413 0.3626
-0.3692 -0.9953 -0.0766

As for the HOMO energy: -0.35376 Eh. As for the SMILES: Clc1c(Cl)c(Cl)c(Cl)c(Cl)c1Cl.O.

Below is a 8-piece molecular cluster, C6H30N2O7 overall at a distorted geometry, with properties calculated with the ωB97M-V functional and the def2-TZVPD basis.

Each line ends with the natural charge from an NBO analysis.
Geometry (Å):
C  1.550327  3.625793  0.924187  -0.604
C  0.626241  2.952016  -0.076849  -0.432
C  0.745656  1.392228  -0.106692  -0.235
N  1.076538  0.811681  -1.426178  -0.668
C  0.090121  1.172149  -2.483687  -0.236
C  -0.916868  0.068745  -2.932014  -0.057
C  -0.462193  -1.305097  -3.466491  -0.649
N  -1.706264  -0.328997  -1.696081  -0.870
H  2.552157  3.252852  0.870225  0.197
H  1.533611  4.702767  0.733300  0.207
H  1.214865  3.473484  1.954262  0.213
H  0.971637  3.192921  -1.086536  0.187
H  -0.439383  3.224976  -0.103850  0.225
H  1.577787  1.075964  0.538500  0.176
H  -0.159125  0.922723  0.210332  0.225
H  2.000726  1.123632  -1.682335  0.356
H  -0.574097  1.876503  -1.991516  0.195
H  0.638188  1.462167  -3.377274  0.191
H  -1.628937  0.537923  -3.602584  0.183
H  0.568502  -1.615426  -3.259679  0.221
H  -0.296317  -1.230146  -4.590306  0.200
H  -1.178207  -2.099121  -3.524314  0.230
H  -1.119766  -0.949553  -1.175779  0.369
H  -2.068335  0.493409  -1.232051  0.370
O  -2.996555  2.100671  0.526291  -0.940
H  -3.942265  1.901885  0.588723  0.463
H  -2.761824  1.580955  1.315281  0.481
O  -0.112976  -4.070788  -0.408507  -0.988
H  0.828439  -3.812446  -0.483987  0.509
H  -0.337357  -4.731949  -1.065419  0.479
O  -0.500765  1.137206  3.284015  -0.953
H  -0.076047  1.355344  4.119579  0.467
H  -0.337337  0.182655  3.258820  0.484
O  -0.284346  -3.037962  2.658067  -0.957
H  -0.654164  -3.613980  1.963681  0.506
H  -0.187884  -3.631014  3.412536  0.481
O  -0.967915  -1.080502  0.841939  -0.951
H  -0.117010  -1.037845  1.278263  0.473
H  -1.111716  -1.981584  0.503316  0.487
O  1.096823  -1.180555  3.730207  -0.995
H  1.734999  -1.746628  4.169562  0.472
H  0.712747  -1.753143  3.013367  0.497
O  1.651286  -1.919357  -0.076787  -0.980
H  1.316784  -1.023835  -0.311345  0.502
H  2.450221  -1.470720  0.265806  0.467

Cartesian forces, eV/Å:
-1.4877 0.5858 0.4094
0.3136 -1.2855 -1.2551
0.7889 0.4687 -0.2338
-0.6157 -0.3713 -0.0657
0.3174 -1.6831 0.0140
-0.8114 -1.6195 2.8615
1.8687 1.4310 -3.6446
-0.2372 0.4378 -2.5409
0.6592 -0.2024 -0.2814
0.2585 -0.0582 0.1450
-0.0481 -0.0336 -0.0780
0.1031 0.5108 0.0136
0.4138 0.2561 0.7043
-0.2934 0.1163 0.2626
-0.4836 -0.2143 0.4286
0.0428 0.0636 -0.2260
0.0371 0.8272 -0.8465
-0.0995 0.8516 0.0245
0.0467 0.0900 -0.3636
-0.4192 -0.1280 1.1038
-0.2179 0.4852 0.7395
-0.5314 -0.3236 1.1429
-0.0178 0.4774 0.6956
0.3131 -0.2983 0.6971
-0.6489 -0.7655 0.8937
-0.1149 0.4511 -0.7164
0.9291 0.2705 -0.2190
0.2220 0.2745 0.5297
-0.7368 -0.0822 -0.1702
0.2819 0.0163 -0.1374
-0.0626 -0.2339 0.0710
0.0027 0.2337 -0.0171
-0.0917 0.2239 -0.0682
-0.5511 -1.2876 -0.2342
0.3552 0.3932 0.0041
-0.0104 0.1304 0.0672
-0.8131 -0.0139 0.0532
0.1460 -0.4980 -0.1187
0.4878 0.3658 0.3709
-0.0713 -0.1975 -0.6879
0.0993 0.0412 0.0416
0.4390 0.3469 0.9451
1.0358 1.9481 0.5776
-1.1946 -0.6043 -1.1192
0.3967 -1.3963 0.2275

As for the HOMO energy: -0.29671 Eh. As for the SMILES: CCCNC[C@@H](C)N.O.O.O.O.O.O.O.

Below is a 9-piece molecular cluster, C6H30N2O8 overall at a distorted geometry, with properties calculated with the ωB97M-V functional and the def2-TZVPD basis.

Each line ends with the natural charge from an NBO analysis.
Geometry (Å):
C  -0.690810  1.433450  -2.691824  -0.612
C  -0.037004  0.763887  -1.443116  -0.050
C  1.238615  1.482521  -1.078588  -0.473
C  1.901357  1.206223  0.256409  0.079
C  3.133895  0.739371  0.399517  -0.263
C  0.953267  2.836559  1.775883  0.168
N  1.178960  1.638201  1.451944  -0.471
N  -1.062216  0.730492  -0.347545  -0.690
H  -0.452758  2.496133  -2.662353  0.226
H  -0.225563  0.976946  -3.550516  0.249
H  -1.767346  1.307242  -2.689679  0.223
H  0.110194  -0.274334  -1.722125  0.239
H  1.990025  1.222917  -1.813899  0.269
H  1.195701  2.564088  -1.176941  0.236
H  3.555824  0.353291  -0.517530  0.230
H  3.634346  0.702067  1.358334  0.236
H  0.391002  3.033926  2.672818  0.241
H  1.355722  3.642403  1.181254  0.225
H  0.872603  0.853610  2.048364  0.480
H  -1.856648  0.197036  -0.697628  0.453
H  -1.390920  1.646148  -0.034775  0.456
H  -0.749414  0.207871  0.475883  0.456
H  2.299437  -2.063325  2.057359  0.486
H  1.650881  -2.212570  0.695595  0.505
O  1.821436  -1.546899  1.394062  -1.001
H  -0.343821  -1.134888  1.789066  0.524
H  -0.143236  -0.939726  3.247603  0.506
O  -0.403508  -0.430038  2.467593  -1.009
H  -0.312908  -2.791859  -0.130369  0.506
H  -1.734073  -2.849770  0.344014  0.509
O  -0.961208  -2.274953  0.394231  -1.016
H  -2.394281  2.832968  1.318734  0.512
H  -1.814363  4.234005  1.408562  0.506
O  -1.551790  3.320301  1.185679  -1.011
H  -3.076474  -3.223478  -2.327918  0.493
H  -3.788219  -2.228227  -1.394178  0.482
O  -2.933545  -2.644380  -1.556773  -0.972
H  2.061141  -2.485832  -3.976339  0.500
H  0.812693  -3.242912  -3.680344  0.490
O  1.340214  -2.500724  -3.333672  -0.964
H  1.390401  -3.125643  -1.605460  0.515
H  1.553390  -4.350399  -0.660951  0.507
O  1.355558  -3.407300  -0.674212  -1.002
H  -2.957796  0.891762  2.659707  0.504
H  -4.164350  1.306527  1.893269  0.502
O  -3.201563  1.273715  1.805726  -0.980

Cartesian forces, eV/Å:
0.7914 0.0246 1.2325
-1.0082 0.5766 -1.1687
0.8824 -0.2414 0.8242
0.4704 0.4327 -0.0720
-0.9832 0.1072 -0.3347
-0.0833 0.2635 0.3944
0.6724 -0.6679 -0.4420
0.0857 -0.4433 0.1812
-0.2079 0.0462 -0.2413
-0.1551 0.0494 -0.4851
-0.1364 -0.1594 -0.2745
0.3492 -0.2269 0.4216
0.0427 -0.2229 -0.3112
-0.6559 0.2690 -0.0407
0.6331 0.0443 0.2662
0.0831 -0.2138 -0.2007
0.0686 0.0986 0.1673
-0.1071 0.1300 -0.1766
-0.4533 -0.0796 0.1269
-0.1929 -0.0431 0.0870
0.0915 0.2869 -0.0664
-0.0671 0.0582 -0.0125
-0.0164 0.1473 -0.0027
0.2189 0.2118 0.1015
0.1640 -0.7505 -0.0084
-0.0833 -0.1635 0.0291
-0.0677 0.3081 0.1461
-0.1633 -0.1235 0.1078
0.0869 0.2982 0.3342
-0.3442 0.2928 0.0137
0.3922 -0.2154 -0.2010
0.4089 -0.1374 0.3323
0.3772 -0.3374 -0.3322
-0.7437 0.5381 0.0014
-0.0328 0.3247 0.4667
-0.0586 -0.1963 -0.0985
-0.1020 -0.1443 -0.4512
0.2331 0.2565 0.1767
-0.0622 0.3912 0.1678
-0.2912 -0.6845 -0.3759
0.3168 0.0493 -0.1680
0.0434 0.0123 0.0498
-0.2664 -0.0305 -0.0226
0.4397 -0.0245 -0.0811
-0.0494 0.1052 -0.3359
-0.5198 -0.2165 0.2757

As for the HOMO energy: -0.59192 Eh. Its charge is +2.

Below is a 9-piece molecular cluster, C6H30NO9 overall at a distorted geometry, with properties calculated with the ωB97M-V functional and the def2-TZVPD basis.

Each line ends with the natural charge from an NBO analysis.
Geometry (Å):
C  -0.007955  -2.059397  -1.262165  -0.214
N  0.738350  -0.966552  -0.627193  -0.716
C  0.757946  -0.959453  0.815085  -0.014
C  2.148025  -0.300814  1.304169  -0.444
C  2.527847  -0.856776  2.648731  -0.071
O  2.142399  -0.267889  3.881369  -0.724
C  -0.564600  -0.385442  1.451857  -0.673
C  -1.440243  -1.561799  -1.656260  -0.620
H  0.033060  -2.946185  -0.596056  0.162
H  0.581556  -2.212809  -2.169891  0.212
H  0.460218  -0.036870  -1.029042  0.423
H  0.763403  -2.002204  1.136008  0.153
H  1.809082  0.771915  1.301276  0.234
H  3.036751  -0.571123  0.647247  0.224
H  3.620811  -0.784861  2.673814  0.162
H  2.375417  -1.958612  2.759740  0.151
H  -0.405846  0.014340  2.466952  0.211
H  -1.134156  0.466935  1.148144  0.250
H  1.218842  0.001187  3.798431  0.473
H  -2.065050  -1.300828  -0.797055  0.212
H  -1.960034  -2.435390  -2.104933  0.195
H  -1.273102  -0.736459  -2.308420  0.194
H  -2.095256  1.748739  -2.294708  0.492
H  -2.491893  1.625246  -3.612482  0.447
O  -2.704096  2.258844  -2.906690  -0.952
H  -0.460539  2.376650  -0.353972  0.515
H  0.486198  2.392460  -1.815560  0.450
O  -0.244838  1.815790  -1.575942  -1.199
H  -2.862927  2.041857  -0.286735  0.473
H  -1.289477  -1.220321  1.455086  0.194
O  -3.212099  2.214612  0.592608  -0.970
H  -2.520953  2.719442  1.041853  0.493
H  -1.338305  2.934768  3.417164  0.461
O  -0.461444  2.736870  3.087873  -1.040
H  -0.671031  -3.161717  1.218120  0.466
H  -1.669554  -4.197082  1.159483  0.458
O  -1.085254  -3.810059  1.827181  -0.925
H  2.743315  -1.272182  -1.828293  0.484
H  2.810517  -0.532091  -3.059344  0.482
O  3.228530  -1.322282  -2.679981  -0.975
H  0.086718  3.679739  0.636510  0.466
H  -0.343577  2.756577  2.074148  0.503
O  -0.553722  2.963652  0.589731  -1.070
H  0.673688  1.315509  -3.909144  0.462
H  -0.115498  0.537823  -2.832983  0.503
O  0.728771  0.486241  -3.425730  -0.998

Cartesian forces, eV/Å:
-0.1715 1.7038 0.0398
0.2908 0.2934 -0.4665
0.3401 1.1445 -0.2507
-2.6390 -0.2680 -0.4470
2.0091 -0.8160 1.1980
-0.7748 0.5132 -0.4096
0.5184 -0.8004 1.3638
0.4009 -2.6465 0.9857
-0.1239 0.3321 -0.6049
-0.4941 -0.7828 -0.1739
0.3245 -0.8591 0.6828
0.3950 -0.0977 0.0387
1.3879 -0.5788 0.1354
-1.5925 0.6458 0.2565
0.0669 0.0484 0.1975
-0.3945 0.5293 -0.6204
0.1336 -0.9179 0.2588
0.2806 0.6625 -1.7038
0.0601 0.0818 0.1584
0.3651 0.3373 -0.0207
0.1060 0.7821 -0.4307
-0.5340 0.3926 -0.6102
-0.2262 1.7168 0.1864
-0.7025 0.6188 -0.6919
1.0265 -2.0709 0.3287
0.3412 0.3250 -0.1692
-0.0240 -0.1721 -0.2957
-0.7814 0.0345 1.2909
0.0774 0.2128 0.0401
0.2073 0.4480 0.4456
-0.4915 -0.1614 0.3032
0.2115 -0.0899 -0.4186
-0.1174 0.0449 -0.6592
1.1745 -0.2686 0.3675
0.1054 -0.1602 0.9950
-0.2564 -0.4221 0.5117
0.0349 0.4077 -1.4202
0.2154 -0.4461 -0.1059
0.0999 -0.1985 -0.4664
-0.6236 0.6730 0.6725
-0.0337 0.0238 -0.5664
-1.2963 -0.1519 1.1292
0.1723 0.0385 -0.1434
-0.0130 0.0273 0.0476
2.4665 0.6629 -0.9780
-1.5216 -0.7920 0.0196

As for the HOMO energy: -0.20450 Eh. Its charge is -1.

Calculated HOMO-LUMO gap (eV), listed in the same order as above: 9.43 8.32 9.81 8.44